The following is a DFT calculation (ωB97M-V/def2-TZVPD) of C26H29FN4O5 in the gas phase.

Each line ends with the natural charge from an NBO analysis.
Element x y z (Å)
C  -6.879  -1.274  0.276  -0.26
H  -7.084  -1.605  1.296  0.20
H  -7.027  -0.194  0.213  0.20
H  -7.520  -1.787  -0.435  0.20
O  -5.542  -1.593  -0.086  -0.50
C  -4.605  -1.343  0.824  0.79
O  -4.830  -0.927  1.935  -0.60
C  -3.236  -1.667  0.330  -0.11
C  -2.206  -1.706  1.257  -0.23
C  -0.925  -2.069  0.852  0.27
C  -0.683  -2.376  -0.491  -0.21
C  -1.721  -2.293  -1.419  -0.14
C  -2.991  -1.945  -1.017  -0.20
H  -3.802  -1.892  -1.725  0.24
H  -1.498  -2.529  -2.449  0.24
C  0.651  -2.829  -0.910  0.68
O  0.931  -3.116  -2.054  -0.59
N  1.590  -2.938  0.105  -0.47
C  1.373  -2.636  1.439  0.80
O  2.209  -2.776  2.297  -0.61
N  0.119  -2.158  1.741  -0.62
H  -0.045  -1.963  2.720  0.42
C  2.912  -3.443  -0.261  -0.22
H  3.423  -3.695  0.669  0.24
C  3.713  -2.415  -1.058  -0.40
C  3.988  -1.144  -0.258  -0.41
C  4.455  -0.010  -1.167  -0.39
C  4.705  1.297  -0.400  -0.49
C  3.726  1.538  0.737  0.69
O  4.104  1.540  1.893  -0.63
N  2.415  1.729  0.435  -0.46
C  1.823  1.893  -0.870  -0.23
H  1.130  1.062  -1.063  0.19
C  1.038  3.218  -0.935  -0.21
N  0.053  3.292  0.122  -0.43
C  -1.211  2.746  -0.055  0.15
C  -1.868  2.864  -1.288  -0.24
C  -3.152  2.395  -1.470  -0.26
C  -3.815  1.812  -0.408  0.35
C  -3.213  1.692  0.828  -0.28
C  -1.919  2.144  0.994  -0.22
H  -1.472  2.020  1.966  0.21
H  -3.747  1.240  1.648  0.25
F  -5.080  1.357  -0.585  -0.34
H  -3.644  2.492  -2.425  0.23
H  -1.385  3.349  -2.120  0.21
C  0.725  3.192  1.401  -0.21
H  1.460  4.002  1.450  0.21
C  1.457  1.852  1.518  -0.25
H  0.735  1.028  1.449  0.19
H  2.009  1.779  2.456  0.26
H  0.020  3.334  2.218  0.21
H  1.733  4.054  -0.805  0.20
H  0.574  3.307  -1.914  0.21
H  2.589  1.900  -1.641  0.22
H  4.711  2.147  -1.085  0.22
H  5.685  1.248  0.079  0.24
H  5.382  -0.302  -1.666  0.21
H  3.705  0.137  -1.947  0.19
H  3.072  -0.834  0.249  0.19
H  4.732  -1.338  0.515  0.21
H  3.153  -2.169  -1.962  0.22
H  4.652  -2.877  -1.363  0.21
H  2.765  -4.341  -0.866  0.22
H  -2.418  -1.479  2.291  0.24

Forces on the atoms, in the same order (eV/Å):
-0.3 0.2 0.3
0.0 0.0 -0.1
0.0 -0.1 0.0
0.1 0.0 0.0
0.3 -0.2 -0.3
0.0 0.0 0.3
0.0 0.0 -0.1
0.4 -0.1 -0.1
-0.1 0.0 -0.1
-0.2 -0.1 -0.7
-0.4 0.1 0.2
0.2 0.0 0.1
-0.1 0.0 0.1
-0.1 0.0 -0.1
0.0 0.0 -0.1
-0.1 0.0 0.0
0.0 0.0 -0.1
0.2 -0.1 -0.1
-0.4 0.1 0.3
0.3 0.0 0.2
0.0 0.1 0.4
0.2 -0.1 -0.2
0.4 -0.2 -0.3
-0.1 0.0 -0.1
-0.2 0.1 0.3
0.1 -0.1 -0.4
-0.1 0.0 0.2
0.1 -0.1 0.0
0.3 0.1 -0.3
0.3 -0.1 0.3
-0.4 0.1 0.1
-0.1 0.2 -0.3
0.1 0.0 -0.1
0.1 -0.3 -0.2
0.3 0.5 0.1
-0.4 -0.1 0.0
0.1 0.0 0.0
-0.2 -0.2 0.2
0.2 0.1 0.1
-0.3 0.0 -0.3
0.2 0.1 -0.1
0.1 0.0 0.1
-0.1 -0.1 0.1
0.0 0.0 0.0
-0.1 0.0 -0.1
0.1 0.1 -0.1
0.0 -0.3 0.1
0.0 -0.1 0.1
0.0 0.2 0.4
0.0 0.0 0.0
-0.1 0.0 -0.1
0.0 0.0 0.0
0.0 0.0 -0.1
0.0 0.0 0.0
0.0 -0.1 0.0
0.0 0.0 0.0
-0.1 0.1 0.0
0.0 0.0 -0.1
0.0 0.0 0.0
0.0 0.0 0.1
0.0 0.0 0.1
0.1 0.0 0.0
0.0 0.0 -0.1
0.0 0.1 0.1
0.0 0.0 0.1

## Properties
net charge	0
HOMO-LUMO gap	7.4	eV
energy above the lowest of the compared OMol25 structures with the same formula, charge and spin	0.0	kcal/mol
SMILES	COC(=O)c1ccc2c(=O)n(CCCCCC(=O)N3CCN(c4ccc(F)cc4)CC3)c(=O)[nH]c2c1